{
  "formula": "C51H84I2NO18",
  "method": "the ωB97M-V functional and the def2-TZVPD basis",
  "species": ["C", "C", "C", "C", "C", "C", "C", "O", "C", "C", "I", "C", "C", "I", "C", "C", "C", "C", "N", "O", "C", "C", "C", "C", "H", "H", "H", "H", "H", "H", "H", "H", "H", "H", "H", "H", "H", "H", "H", "H", "H", "H", "H", "H", "H", "H", "H", "H", "H", "H", "H", "H", "H", "H", "H", "H", "H", "H", "H", "H", "O", "C", "O", "C", "C", "C", "H", "H", "H", "H", "H", "H", "O", "C", "O", "C", "C", "C", "H", "H", "H", "H", "H", "H", "O", "C", "O", "C", "C", "C", "H", "H", "H", "H", "H", "H", "O", "C", "O", "C", "C", "C", "H", "H", "H", "H", "H", "H", "O", "C", "O", "C", "C", "C", "H", "H", "H", "H", "H", "H", "O", "C", "O", "C", "C", "C", "H", "H", "H", "H", "H", "H", "O", "C", "O", "C", "C", "C", "H", "H", "H", "H", "H", "H", "O", "C", "O", "C", "C", "C", "H", "H", "H", "H", "H", "H"],
  "xyz": [[-3.34186, 0.30316, -2.62491], [-2.28417, -0.50525, -3.35008], [-2.95756, -1.43412, -4.33910], [-1.37203, -1.22674, -2.37991], [-0.05677, -1.67459, -3.02667], [0.93353, -0.53216, -3.01744], [0.47382, -2.93898, -2.33027], [1.83653, -2.79848, -1.93241], [2.53682, -3.96400, -1.48271], [3.31058, -4.45131, -2.76454], [5.24266, -5.35196, -2.40232], [2.45677, -5.27208, -3.76246], [3.00965, -6.55630, -4.32858], [2.08119, -4.04671, -5.53440], [3.46781, -3.40574, -0.40277], [3.76468, -4.26937, 0.84507], [5.21213, -4.09272, 1.24630], [2.94735, -3.70933, 2.02474], [3.45052, -5.70696, 0.73816], [4.39186, -6.56619, 0.79958], [2.22529, -6.09389, 0.03113], [2.39620, -7.37030, -0.77142], [1.15422, -6.42214, 1.09466], [1.60621, -4.95560, -0.81123], [-2.90961, 1.07277, -2.00188], [-4.00976, 0.75426, -3.34308], [-3.95769, -0.36613, -2.03976], [-1.66948, 0.19376, -3.89048], [-3.81871, -1.89104, -3.87449], [-3.31988, -0.85469, -5.17657], [-2.28421, -2.17998, -4.73234], [-1.90553, -2.05691, -1.92262], [-1.14391, -0.51883, -1.59753], [-0.25919, -1.90022, -4.06425], [1.75480, -0.77610, -3.67554], [1.29429, -0.31389, -2.02889], [0.48980, 0.36955, -3.40456], [0.33803, -3.77003, -3.00813], [-0.14406, -3.06124, -1.45201], [3.56517, -3.54169, -3.25974], [1.47595, -5.48387, -3.38460], [3.20472, -7.29166, -3.56842], [2.24741, -6.97374, -4.97053], [3.86279, -6.39415, -4.95659], [4.37504, -3.02693, -0.83751], [2.94786, -2.53451, -0.04123], [5.87470, -4.51178, 0.51528], [5.41385, -4.51554, 2.21562], [5.40314, -3.03121, 1.25288], [1.91519, -3.58724, 1.73544], [3.33944, -2.73880, 2.28173], [3.00434, -4.40456, 2.84820], [1.60261, -7.46817, -1.49123], [3.37736, -7.46421, -1.20150], [2.29356, -8.20185, -0.09297], [0.39790, -7.08304, 0.70310], [0.74255, -5.52161, 1.52493], [1.65557, -6.94876, 1.89397], [1.01750, -4.36549, -0.12858], [0.90328, -5.43023, -1.47345], [-0.10251, -0.41852, -6.43875], [0.96150, -0.12942, -6.89704], [1.47193, -0.74609, -7.99052], [2.80956, -0.27222, -8.24664], [2.89369, 1.08741, -7.56536], [1.95104, 0.89935, -6.37840], [3.51226, -0.99380, -7.82248], [2.96616, -0.22236, -9.32094], [3.90259, 1.37001, -7.28502], [2.50111, 1.85825, -8.22968], [2.46361, 0.47809, -5.51381], [1.43789, 1.81316, -6.09406], [-0.31101, 1.37628, -0.58290], [-1.01792, 2.23796, -0.13484], [-1.02085, 3.50355, -0.58670], [-1.89689, 4.31208, 0.23044], [-2.86303, 3.33293, 0.88001], [-1.99152, 2.08828, 1.01944], [-1.28918, 4.83508, 0.96476], [-2.39783, 5.04084, -0.40231], [-3.27438, 3.69884, 1.81880], [-3.69354, 3.12650, 0.20252], [-1.42436, 2.09021, 1.95224], [-2.55690, 1.16410, 0.92639], [-3.12073, -1.30383, 0.68496], [-2.91842, -2.36221, 1.20009], [-3.14204, -2.58835, 2.51947], [-2.71098, -3.91231, 2.88157], [-2.71289, -4.70366, 1.57911], [-2.36444, -3.62241, 0.55398], [-1.71391, -3.84020, 3.32219], [-3.39328, -4.31404, 3.62566], [-2.02480, -5.54696, 1.58905], [-3.71356, -5.08871, 1.38117], [-1.28581, -3.50083, 0.43324], [-2.82500, -3.78866, -0.41525], [1.08779, 3.61359, 2.12898], [1.48365, 2.55592, 2.52870], [1.35318, 2.15770, 3.81279], [2.02277, 0.89503, 4.01027], [2.10643, 0.26919, 2.62193], [2.21995, 1.50403, 1.72710], [3.00712, 1.09304, 4.43860], [1.44678, 0.30109, 4.71452], [2.92813, -0.43635, 2.51782], [1.17868, -0.25946, 2.39781], [3.25446, 1.82721, 1.59935], [1.74816, 1.35771, 0.75847], [-3.10034, 4.51156, 4.55829], [-2.13049, 5.20040, 4.39685], [-1.75417, 5.66152, 3.19244], [-0.49507, 6.36356, 3.29614], [-0.39795, 6.78489, 4.75751], [-1.14440, 5.64568, 5.45853], [0.30195, 5.68098, 3.00441], [-0.50619, 7.21007, 2.61411], [0.62677, 6.92180, 5.09441], [-0.93228, 7.72366, 4.91166], [-0.49022, 4.80496, 5.69366], [-1.66660, 5.97457, 6.35243], [-5.05793, 1.44250, 8.20006], [-5.63509, 1.49930, 7.15511], [-6.59301, 0.60417, 6.80235], [-7.03564, 0.85256, 5.45649], [-6.68734, 2.31134, 5.18392], [-5.42672, 2.49620, 6.02925], [-6.50824, 0.16864, 4.78849], [-8.10180, 0.64966, 5.39577], [-6.55127, 2.52903, 4.12655], [-7.48193, 2.95729, 5.56102], [-4.52431, 2.22377, 5.48219], [-5.32629, 3.50326, 6.42056], [5.36116, 2.68406, -6.32652], [6.08344, 2.18980, -5.50976], [7.40714, 2.01197, -5.71844], [7.99582, 1.29863, -4.61483], [7.05032, 1.52800, -3.44091], [5.69863, 1.64102, -4.14677], [8.07036, 0.24441, -4.88831], [8.99534, 1.68722, -4.44040], [7.10026, 0.74103, -2.69164], [7.28943, 2.47323, -2.95281], [5.22538, 0.66747, -4.28748], [5.00993, 2.31423, -3.64539], [-3.85084, 9.45753, 5.12338], [-4.78237, 8.79341, 4.77340], [-5.84472, 9.31471, 4.11423], [-6.85095, 8.30511, 3.91456], [-6.10643, 6.97764, 4.00441], [-4.99587, 7.30893, 5.00111], [-7.60676, 8.41247, 4.69531], [-7.32032, 8.46653, 2.94777], [-6.74183, 6.14669, 4.30348], [-5.66840, 6.73222, 3.03633], [-5.31221, 7.15191, 6.03326], [-4.09088, 6.75289, 4.79595]],
  "total_charge": 0,
  "homo_energy_ev": [-8.2, -9.3],
  "total_energy_ev": -108796.2589,
  "s2": 0.754,
  "multiplicity": 2,
  "orbital_gap_ev": [8.2, 9.3]
}